9
Properties=species:S:1:pos:R:3:forces:R:3 method="wB97M-V/def2-TZVPD" homo_lumo_gap_ev="8.064 / 8.065" charge=0 relative_energy_kcal_mol=57.4 e_tot_ev=-18787.987 smiles="[H]/N=C/P(=N)(F)F" homo_ev="-8.85 / -8.85"
C -0.752009 0.719176 -0.555859 -1.964 -1.049 1.165
N -1.519384 0.362329 0.407839 -0.278 -0.244 -0.442
N 0.924954 -1.811621 0.471747 0.432 5.885 -3.347
F 1.852598 0.125240 -1.325032 -1.908 -0.263 1.247
F 1.659746 1.139748 0.819638 -1.775 -1.377 -1.018
P 0.839907 0.016606 -0.063553 4.220 -4.540 1.853
H -1.067440 1.025484 -1.554029 0.292 0.193 -0.028
H -2.575724 0.275548 0.374008 1.643 0.998 -0.602
H 0.637356 -1.852506 1.425245 -0.663 0.397 1.171


9
Properties=species:S:1:pos:R:3:forces:R:3 method="wB97M-V/def2-TZVPD" homo_lumo_gap_ev="7.353 / 7.217" charge=0 relative_energy_kcal_mol=123.6 e_tot_ev=-10982.493 homo_ev="-9.01 / -8.98"
C -0.148703 -0.084157 0.050840 -0.998 0.851 -0.315
N -0.260164 0.744107 -1.846322 -0.380 -0.041 0.611
N -1.381068 0.074739 0.507723 0.660 0.123 -0.935
N 0.946710 -0.417591 0.356560 2.465 -0.834 0.190
F 0.851359 0.285425 -2.385498 0.558 -0.093 -0.534
F 1.368366 -1.148241 1.944284 -0.253 0.541 -0.728
H -1.859773 0.733902 -0.105738 -0.455 -0.282 0.729
H -1.417903 0.146712 1.508911 -0.495 0.112 0.313
H 1.901175 -0.334895 -0.030759 -1.102 -0.378 0.668


10
Properties=species:S:1:pos:R:3:forces:R:3 method="wB97M-V/def2-TZVPD" homo_lumo_gap_ev=8.672 charge=+1 relative_energy_kcal_mol=85.5 e_tot_ev=-12463.518 homo_ev=-15.15
C -0.156396 -0.009706 -0.447626 -3.443 -1.180 1.516
N 1.762947 0.968263 -1.301359 -0.261 3.574 0.744
N -0.329835 -0.423444 0.806239 3.046 1.225 0.097
N 0.971838 0.259898 -0.830900 2.388 -0.375 -2.313
N -1.429669 -0.746353 1.203050 -2.622 -2.147 8.839
F -2.532492 0.336841 1.534871 1.321 -0.627 -0.805
F -2.178604 -1.597218 0.523308 -1.171 -1.023 -1.828
H -0.997726 -0.007696 -1.107433 -0.194 0.271 -1.021
H 2.552642 0.788329 -1.867756 1.306 -1.801 -0.731
H -1.365398 -1.285364 2.479800 -0.370 2.084 -4.498


8
Properties=species:S:1:pos:R:3:forces:R:3 method="wB97M-V/def2-TZVPD" homo_lumo_gap_ev=10.292 charge=0 relative_energy_kcal_mol=40.7 e_tot_ev=-18842.710 homo_ev=-10.63
C 0.013306 -0.485248 -0.030742 -7.092 1.381 -1.469
N -1.723284 -0.666289 0.869145 2.194 0.243 -0.727
F -3.150750 -0.332246 -1.207032 -0.238 0.039 0.932
F -3.101587 1.516752 0.230733 0.094 -1.141 0.276
S -3.057018 -0.176327 0.474357 1.377 0.872 -1.575
H -0.267493 -1.217579 -0.755298 -0.093 0.084 -1.097
H 0.603915 -0.984392 0.593728 2.704 -0.705 3.191
H -0.134099 0.566930 -0.331056 1.055 -0.773 0.469


8
Properties=species:S:1:pos:R:3:forces:R:3 method="wB97M-V/def2-TZVPD" homo_lumo_gap_ev=9.765 charge=0 relative_energy_kcal_mol=79.6 e_tot_ev=-17855.451 homo_ev=-9.43
C -1.028760 0.087241 0.365361 1.683 0.562 -1.308
O 1.449148 -0.682024 0.298836 -2.091 1.020 0.266
F -1.810986 1.093960 -0.126297 0.188 0.015 0.785
F -1.804036 -1.000712 0.436791 -0.168 -0.607 -0.116
P 0.441079 -0.184555 -0.937822 0.165 1.999 0.483
H -0.557448 0.223515 1.360407 -0.620 0.617 -0.403
H 2.215628 -0.961561 -0.130312 2.338 -1.029 -0.709
H 1.095378 1.424138 -1.266963 -1.494 -2.578 1.002


9
Properties=species:S:1:pos:R:3:forces:R:3 method="wB97M-V/def2-TZVPD" homo_lumo_gap_ev=11.006 charge=+1 relative_energy_kcal_mol=24.2 e_tot_ev=-21551.641 smiles=C[N+]#S(F)(F)F homo_ev=-17.59
C 1.401822 0.191852 0.221128 1.172 3.937 -1.132
N 0.274455 -0.026322 -0.705365 -2.530 -0.052 2.025
F -2.043890 1.039348 -0.095294 1.072 -0.796 0.525
F -1.900835 -0.840836 -1.313097 0.393 -0.027 0.778
F -1.653967 -0.958916 1.033100 1.180 1.039 -1.359
S -1.093927 -0.182127 -0.205235 -2.183 -0.075 -2.056
H 1.889340 -0.698585 0.088273 1.979 -1.903 0.234
H 1.116528 0.375965 1.271057 0.224 0.090 -0.672
H 2.010472 1.099618 -0.294564 -1.307 -2.212 1.657


8
Properties=species:S:1:pos:R:3:forces:R:3 method="wB97M-V/def2-TZVPD" homo_lumo_gap_ev="6.582 / 7.326" charge=-1 s_squared=0.754 e_tot_ev=-12069.184 homo_ev="-2.41 / -3.83" spin_multiplicity=2
O -0.289173 0.789431 -0.320368 -1.124 0.976 0.909
C -1.222488 -0.033005 0.311479 -0.446 -0.220 0.356
Hg 1.573242 -0.159846 -1.177096 0.878 -0.944 -1.894
H -1.281639 -1.025116 -0.175344 0.039 0.205 0.104
H -0.971988 -0.185432 1.376792 0.006 0.196 -0.460
H -2.202882 0.462730 0.236454 0.034 -0.216 0.070
O 0.893098 0.962959 0.568070 -0.632 0.458 0.717
F 3.501828 -0.811724 -0.819985 1.246 -0.456 0.198


8
Properties=species:S:1:pos:R:3:forces:R:3 method="wB97M-V/def2-TZVPD" homo_lumo_gap_ev="7.548 / 7.549" charge=0 relative_energy_kcal_mol=77.2 e_tot_ev=-24224.343 homo_ev="-8.46 / -8.46"
C 0.382893 -0.236833 -1.419188 -1.726 0.411 -0.141
N 0.251442 -1.049497 -0.179651 0.241 -0.792 -0.499
F -1.102382 1.809727 2.653668 -0.268 -1.077 0.184
S -1.251678 0.146364 2.804933 0.201 1.427 -0.043
I 0.729341 -0.523221 1.628381 -0.367 -0.032 -1.693
H -0.604786 0.027625 -1.936933 0.485 0.198 1.599
H 0.663273 -0.868326 -2.297686 1.174 0.094 1.209
H 0.931896 0.694162 -1.253524 0.260 -0.228 -0.616


8
Properties=species:S:1:pos:R:3:forces:R:3 method="wB97M-V/def2-TZVPD" homo_lumo_gap_ev="6.093 / 6.066" charge=-1 relative_energy_kcal_mol=64.7 e_tot_ev=-8100.151 homo_ev="-2.97 / -2.92"
O 1.234387 0.554222 0.329945 0.635 1.605 0.034
C 1.023591 1.498079 1.314026 0.241 -0.431 -0.255
Li -0.127164 0.288120 -0.789400 -0.013 -1.310 0.774
H 0.692909 2.487181 0.920076 0.052 0.086 0.108
H 0.238385 1.186096 2.041475 0.143 0.065 -0.040
H 1.949990 1.692679 1.897931 -0.173 0.124 0.111
O -0.111762 -1.217624 0.404334 -0.650 -0.336 -0.398
F -1.392632 -1.189384 -0.810613 -0.235 0.197 -0.334


9
Properties=species:S:1:pos:R:3:forces:R:3 method="wB97M-V/def2-TZVPD" homo_lumo_gap_ev="8.011 / 8.012" charge=0 relative_energy_kcal_mol=54.1 e_tot_ev=-19662.746 homo_ev="-8.66 / -8.66"
C 1.300834 -0.590141 -0.415966 -0.421 1.045 0.561
N 0.953303 0.360344 0.306911 -0.097 0.397 -0.774
N -1.744018 -0.083556 0.146453 -1.024 0.878 -0.364
O -1.412947 1.278587 0.141542 -1.469 -2.190 0.169
F 2.296719 -1.386040 -0.083878 0.375 -0.546 -0.445
S -3.229620 -0.536410 -0.239090 1.482 1.061 0.356
H -0.458151 1.134528 0.399980 -0.008 0.355 -0.575
H 0.790269 -0.737584 -1.356351 0.196 -0.758 -0.146
H 1.503607 0.560270 1.100401 0.966 -0.243 1.218


9
Properties=species:S:1:pos:R:3:forces:R:3 method="wB97M-V/def2-TZVPD" homo_lumo_gap_ev=6.730 charge=-1 relative_energy_kcal_mol=9.6 e_tot_ev=-20224.356 homo_ev=-2.61
C -1.225501 -0.711529 0.012628 1.780 0.841 -1.553
N -0.907728 0.591059 0.041107 -2.607 0.519 0.949
O 1.518478 1.322660 -0.156413 0.258 0.574 -0.429
O -2.326425 -1.141609 0.177914 -2.282 -1.511 0.770
F 2.132018 -1.241757 -0.180834 0.214 0.934 0.128
S 2.679740 0.426170 0.196331 0.581 -1.291 0.123
H -0.348025 -1.351550 -0.368847 -0.851 0.703 0.753
H 0.053918 0.760581 -0.128099 1.381 1.221 0.120
H -1.576474 1.345973 0.406216 1.527 -1.990 -0.861


8
Properties=species:S:1:pos:R:3:forces:R:3 method="wB97M-V/def2-TZVPD" homo_lumo_gap_ev=12.747 charge=0 relative_energy_kcal_mol=4.4 e_tot_ev=-18732.313 smiles="CS(=O)(=O)F" homo_ev=-12.31
C 0.120204 0.029798 -0.017539 1.626 0.626 1.525
O 2.541471 0.672868 1.245494 -0.135 -0.247 -0.234
O 2.526036 0.627192 -1.221729 0.204 0.023 -0.938
F 2.329327 -1.535662 0.067696 -0.291 2.596 -0.166
S 2.050843 0.157672 0.014368 -2.122 -2.702 1.749
H -0.351029 -0.217268 1.046679 1.264 1.216 -2.359
H -0.097178 0.949758 -0.615136 -0.390 -0.600 1.146
H -0.040656 -0.808380 -0.640871 -0.156 -0.912 -0.723


Repeat the sixth record exactly.
9
Properties=species:S:1:pos:R:3:forces:R:3 method="wB97M-V/def2-TZVPD" homo_lumo_gap_ev=11.006 charge=+1 relative_energy_kcal_mol=24.2 e_tot_ev=-21551.641 smiles=C[N+]#S(F)(F)F homo_ev=-17.59
C 1.401822 0.191852 0.221128 1.172 3.937 -1.132
N 0.274455 -0.026322 -0.705365 -2.530 -0.052 2.025
F -2.043890 1.039348 -0.095294 1.072 -0.796 0.525
F -1.900835 -0.840836 -1.313097 0.393 -0.027 0.778
F -1.653967 -0.958916 1.033100 1.180 1.039 -1.359
S -1.093927 -0.182127 -0.205235 -2.183 -0.075 -2.056
H 1.889340 -0.698585 0.088273 1.979 -1.903 0.234
H 1.116528 0.375965 1.271057 0.224 0.090 -0.672
H 2.010472 1.099618 -0.294564 -1.307 -2.212 1.657